#1
A single C4H6O2S molecule. Source: the Open Molecules 2025 dataset; level of theory: wB97M-V/def2-TZVPD.

For the HOMO-LUMO gap, the calculation gives 9.339 eV. The molecular weight comes out at 118.2 g/mol. The SMILES is CO/C=C/OC=S. The multiplicity is 1. For the LUMO energy, the calculation gives 0.48 eV.

Each line ends with the Mulliken charge.
Cartesian coordinates (Å):
O1 0.47405 -0.60049 1.81173  -0.278
C1 0.12656 -0.53280 0.46786  -0.316
C2 -0.49632 -0.35023 -2.23824  -0.781
C3 0.59685 0.42800 -0.31056  0.083
S1 0.67648 0.57592 4.12641  -0.281
H1 -0.39812 1.23813 2.08763  0.322
H2 -0.54510 -1.33818 0.18348  0.335
O2 0.34889 0.60544 -1.61769  -0.348
H3 -1.50612 -0.31065 -1.72338  0.301
H4 -0.10123 -1.30124 -2.15977  0.387
C4 0.19790 0.43579 2.59409  -0.059
H5 1.26568 1.17409 0.05669  0.424
H6 -0.63950 -0.02378 -3.27826  0.212

#2
A single C4H6O2S molecule. Source: the Open Molecules 2025 dataset; level of theory: wB97M-V/def2-TZVPD.

For the HOMO-LUMO gap, the calculation gives 10.013 eV. The molecular weight comes out at 118.2 g/mol. The multiplicity is 1. For the LUMO energy, the calculation gives 0.70 eV.

Each line ends with the Mulliken charge.
Cartesian coordinates (Å):
H1 -2.03511 -0.98512 0.23910  0.395
H2 -0.60756 -1.15127 1.29003  0.322
H3 -0.84783 -2.11447 -0.14849  0.357
S1 2.07518 -0.07674 -0.10959  0.456
H4 -1.07206 -0.05889 -1.69611  0.283
H5 1.33515 2.50707 0.44544  0.378
O1 1.97729 -0.65298 1.19088  -0.512
C1 -0.24498 1.16208 0.06258  -0.646
O2 0.96533 -0.69145 -1.13976  -0.437
C2 -0.99788 -1.18644 0.30036  -1.153
C3 1.00441 1.46696 0.20354  -0.162
C4 -0.54958 -0.11275 -0.61822  0.353
H6 -1.00238 1.89401 -0.01975  0.365

#3
A single C4H6O2S molecule. Source: the Open Molecules 2025 dataset; level of theory: wB97M-V/def2-TZVPD.

For the HOMO-LUMO gap (alpha / beta), the calculation gives 8.062 / 7.090 eV. The molecular weight comes out at 118.2 g/mol. The multiplicity is 1. For the LUMO energy (alpha / beta), the calculation gives 0.08 / -0.33 eV.

Each line ends with the Mulliken charge.
Cartesian coordinates (Å):
H1 -0.63184 0.47305 -1.74861  0.342
C1 -0.22397 -1.10035 0.77295  -0.622
H2 0.73825 1.25456 -1.61350  0.306
C2 1.19946 -0.71663 -1.80332  0.289
H3 -0.10446 -0.98640 1.86901  0.314
H4 1.12784 0.37336 0.56467  0.402
C3 0.16337 0.28237 0.25386  -0.992
S1 1.02533 -2.38658 0.33936  0.322
O1 2.01611 -2.35515 1.41776  -0.520
C4 0.33991 0.28715 -1.24632  -0.388
O2 1.70508 -1.17587 -2.77274  -0.386
H5 -1.28176 -1.28897 0.52116  0.415
H6 -0.42227 1.01234 0.60654  0.518

What should be chosen as the most stable of them? Choose #1.

#1
A molecular structure, CH14N3O4. Source: the Open Molecules 2025 dataset; level of theory: wB97M-V/def2-TZVPD.

Its charge is +1. For the HOMO-LUMO gap, the calculation gives 5.861 eV. The molecular weight comes out at 132.1 g/mol. The multiplicity is 1. For the LUMO energy, the calculation gives -8.59 eV.

Each line ends with the Mulliken charge.
Cartesian coordinates (Å):
H1 1.03881 0.38629 1.08526  0.314
H2 -1.74279 -0.17664 1.37453  0.198
H3 -0.22762 -2.41970 -0.93702  0.312
H4 -0.39338 3.44865 -0.79705  0.282
O1 1.12226 2.04493 1.60128  -0.678
C1 0.00123 -1.25532 0.75025  -0.139
H5 1.28227 2.62265 2.36402  0.321
H6 -1.22431 -2.82662 0.34491  0.290
H7 -0.06998 -1.60384 1.92518  0.412
H8 1.39007 -1.78104 -1.90789  0.346
H9 1.66572 -0.50228 -0.22262  0.346
N1 1.23715 -0.58612 0.72157  -0.142
H10 0.68318 2.57067 0.91856  0.382
H11 -1.25350 0.09992 -0.31696  0.521
H12 -0.60648 1.81417 -1.07057  0.355
H13 0.24401 -0.74708 -1.42869  0.482
O2 -1.09019 0.31691 -1.28707  -0.828
O3 0.95982 -1.39859 -1.11630  -0.795
N2 -0.28926 -2.51170 0.08298  -0.396
O4 -0.21681 2.54499 -0.52118  -0.689
N3 -1.06399 -0.29500 0.61815  -0.116
H14 -1.44621 0.25475 -2.18132  0.221

#2
5 unconnected molecules or ions with the total composition CH14N3O4. Source: the Open Molecules 2025 dataset; level of theory: wB97M-V/def2-TZVPD.

Its charge is +1. For the HOMO-LUMO gap, the calculation gives 11.523 eV. The molecular weight comes out at 132.1 g/mol. The multiplicity is 1. For the LUMO energy, the calculation gives -3.14 eV.

Each line ends with the Mulliken charge.
Cartesian coordinates (Å):
H1 -2.16504 -0.58049 -1.53649  0.313
H2 -0.06734 -2.10351 -2.00647  0.366
H3 0.19424 -0.32915 -0.90590  0.148
C1 1.76946 0.16912 0.48643  0.633
H4 2.66936 1.21243 2.04540  0.241
N1 1.86547 0.93268 1.65950  -0.350
O1 -0.10588 -2.56709 -1.08683  -0.652
H5 -1.67626 -0.28529 -2.94927  0.263
H6 0.03631 1.10625 -0.10336  0.132
H7 3.35695 -1.11670 0.65759  0.169
H8 -1.00065 4.06421 0.18485  0.322
O2 -2.71863 -0.71367 0.83251  -0.550
H9 1.90568 -1.65859 -0.19670  0.237
H10 1.08421 1.63862 1.77774  0.218
O3 -0.75943 3.11740 0.47527  -0.654
N2 2.48997 -0.96183 0.30450  -0.249
H11 -1.24864 3.22074 1.29565  0.319
N3 0.58098 0.19285 -0.18151  -0.168
H12 -0.00684 -3.46390 -1.32183  0.292
H13 -2.83653 -1.26274 1.55363  0.306
O4 -1.43232 -0.27190 -2.08603  -0.586
H14 -1.93507 -0.33944 1.10134  0.252

What should be chosen as the most stable of them? Choose #2.

#1
A molecular structure, C25H33CsF6I2N3O5PS3. Source: the Open Molecules 2025 dataset; level of theory: wB97M-V/def2-TZVPD.

Its charge is -2. For the HOMO-LUMO gap, the calculation gives 5.276 eV. The molecular weight comes out at 1083.4 g/mol. The multiplicity is 1. For the LUMO energy, the calculation gives 3.60 eV.

Each line ends with the Mulliken charge.
Cartesian coordinates (Å):
H1 -2.21513 1.16188 -1.48518  0.237
H2 1.57073 3.84971 0.84856  0.273
H3 -2.05024 4.66957 2.37795  0.306
H4 2.20384 4.93316 -2.30342  0.291
C1 -1.93112 3.48255 4.85596  -1.751
C2 -0.43181 1.96398 1.00599  -0.654
S1 -1.22626 -2.59245 -4.48155  1.032
H5 -2.38840 -0.86419 2.14907  0.140
O1 0.69593 -3.59845 -2.01203  -0.779
H6 -2.47936 1.57513 -3.19736  0.505
N1 -1.81379 -3.46315 -1.65323  -0.549
N2 -0.95669 -4.06771 -4.03475  -0.505
H7 3.52810 1.21696 3.86479  0.488
H8 -1.70895 -0.70126 4.57153  0.336
C3 2.57568 -1.38059 3.90700  -1.356
F1 -3.49204 -1.41927 -5.17450  -0.264
O2 -1.18906 -2.49810 -5.91165  -0.707
F2 -3.24400 -1.43748 -3.04011  -0.179
C4 1.21221 3.37415 -1.22742  1.505
H9 3.08344 -1.76654 3.01901  0.139
H10 -1.84176 2.71796 5.63121  0.339
S2 -0.19435 -4.55965 -2.69106  1.368
H11 -0.68017 1.14774 4.32981  -0.020
I1 3.92071 -2.01520 -0.43576  0.015
H12 -0.12723 -1.27719 5.11540  0.388
C5 -0.57237 -1.66601 2.99748  0.880
C6 -0.81567 1.72240 3.41933  0.115
H13 2.25669 1.90243 2.83095  0.255
H14 -1.36408 4.35671 5.19581  0.300
H15 0.00224 -2.59514 2.90203  0.158
C7 2.78803 0.98544 3.09098  -1.562
H16 3.33286 -1.19612 4.67684  0.442
H17 1.28410 5.93226 -4.38731  0.368
I2 2.25672 -4.66440 1.28544  0.027
F3 0.71307 -6.30851 -4.52224  -0.240
H18 2.49773 2.49681 0.24151  0.146
H19 3.32532 0.64439 2.20110  0.222
H20 -1.35937 0.30772 -2.77020  -0.128
C8 1.40289 4.19693 -2.33110  -0.990
H21 -0.07376 5.16554 -5.21544  0.369
O3 -0.61596 -5.79376 -2.08144  -0.761
C9 -1.43888 2.95716 3.53284  0.110
F4 2.06957 -5.90942 -2.89008  -0.239
F5 1.83369 -4.46128 -4.47031  -0.270
C10 -1.73315 1.28035 -2.45751  -1.895
C11 -1.08581 3.23456 1.14822  -0.534
C12 -3.03432 -2.15489 -4.14478  0.602
C13 1.15420 -5.33713 -3.71215  0.401
S3 -2.83725 -4.26125 -0.96665  0.184
H22 4.18177 -4.65607 -0.54483  0.483
C14 3.29964 -4.03902 -0.44736  -0.131
H23 2.94783 4.15713 -0.22711  0.385
C15 -0.62108 2.29315 -2.38445  1.751
H24 1.54583 4.49607 -5.37482  0.263
H25 -2.98357 3.78171 4.81572  0.347
Cs1 -0.04388 -1.33888 -1.20985  2.043
H26 1.31810 0.27116 4.47341  0.322
C16 0.60773 4.09891 -3.46641  0.856
C17 0.18917 2.40159 -1.23143  -1.439
H27 -1.04066 3.04660 -4.33722  0.341
H28 -1.44188 -2.42193 4.82444  0.472
H29 -2.48834 -2.58634 2.54787  0.534
C18 -0.32920 1.19106 2.22267  0.798
C19 -1.83658 -1.80807 2.14354  -1.274
C20 1.82200 -0.09590 3.57315  0.405
C21 -0.97383 -1.50035 4.46227  -1.782
C22 2.11169 3.48297 -0.02841  -1.427
F6 -3.78621 -3.25873 -4.07386  -0.247
H30 1.91187 -2.16809 4.27000  0.300
C23 0.85312 4.96983 -4.67225  -1.565
C24 -1.56302 3.69670 2.35103  -0.839
H31 -1.65481 -2.07286 1.10055  -0.118
O4 -3.95214 -3.58176 -0.27911  -0.611
O5 -0.51423 -1.60654 -3.69985  -0.786
P1 0.57818 -0.40035 2.22234  0.624
C25 -0.39801 3.14120 -3.46514  -0.893
H32 -1.20551 3.84543 0.25992  0.426
H33 2.60423 -4.15070 -1.27136  -0.449
N3 0.05506 1.52572 -0.15502  0.655

#2
A molecular structure, C25H33CsF6I2N3O5PS3. Source: the Open Molecules 2025 dataset; level of theory: wB97M-V/def2-TZVPD.

Its charge is -2. For the HOMO-LUMO gap, the calculation gives 5.354 eV. The molecular weight comes out at 1083.4 g/mol. The multiplicity is 1. For the LUMO energy, the calculation gives 3.63 eV.

Each line ends with the Mulliken charge.
Cartesian coordinates (Å):
C1 -1.69062 -1.94162 -2.66969  0.667
H1 5.05476 -3.43036 0.28514  0.310
Cs1 -0.90485 1.42471 1.58915  1.683
S1 -2.15424 5.21452 1.68248  0.798
H2 -2.34445 -4.69997 -4.28830  0.313
O1 -2.07404 6.43465 0.93075  -0.641
H3 -2.37673 -1.38171 -3.29256  -0.168
I1 3.61966 0.51496 3.73880  0.024
H4 0.85314 -0.95219 -4.07963  0.177
H5 -3.22574 0.89668 -0.41044  0.401
S2 -3.26401 0.68210 3.97553  0.167
H6 2.33166 -3.39401 3.57236  0.314
P1 -0.69665 0.58221 -1.85796  -0.122
H7 -0.02613 1.95591 -3.70432  0.530
N1 -3.57176 0.12079 2.65772  -0.475
F1 -0.25416 5.57062 6.03341  -0.258
C2 0.30611 -2.07245 2.36951  -1.142
H8 2.18924 0.40492 -2.29884  -0.020
C3 -0.88239 -4.02540 -1.89611  -0.956
H9 -0.51134 -2.60086 1.87297  0.247
H10 -0.91166 -5.11315 -1.88409  0.310
H11 -3.41664 -3.31395 -4.09876  0.344
C4 4.84006 -4.20213 2.88720  -1.580
F2 -4.70364 5.08219 1.17324  -0.232
O2 -1.96498 1.38377 4.22974  -0.629
C5 -2.81405 1.20770 -3.86183  -1.537
H12 0.26070 -2.26999 3.44024  0.415
H13 3.65577 -1.01637 -1.58823  0.185
C6 4.09495 -3.15470 0.71628  -1.226
C7 -3.90372 5.13095 2.24789  0.653
C8 -0.77903 -1.23653 -1.88928  0.687
H14 4.44571 -2.58657 -1.80430  0.433
H15 -4.39790 1.28553 -1.66155  0.461
H16 4.36740 -4.89780 3.58363  0.377
C9 2.57664 -3.14089 2.54398  -1.222
F3 -4.23637 6.21658 2.95654  -0.244
C10 3.52237 -2.09580 -1.48867  -1.397
H17 1.02957 0.34191 -5.27823  0.517
H18 5.54646 -4.76607 2.27443  0.379
C11 1.93120 -2.08695 0.45592  -1.124
C12 -2.80625 -4.03499 -3.55064  -1.771
O3 0.88338 5.97306 3.55641  -0.671
C13 3.18289 -2.46024 -0.07068  1.504
H19 1.85429 1.37458 1.95772  -0.482
C14 -3.46471 0.74951 -1.46566  -1.365
C15 -0.34761 4.45591 5.28799  0.647
H20 2.71854 -2.37870 -2.17137  0.171
H21 -2.21369 2.31436 -2.16468  0.431
H22 5.41745 -3.48724 3.48101  0.245
N2 -1.48803 5.29198 3.09289  -0.349
H23 -3.64845 -0.31697 -1.60469  0.172
H24 -2.04917 1.59034 -4.53862  0.319
C16 0.14679 -1.95249 -1.05019  0.099
H25 -3.48729 -4.64573 -2.94920  0.327
H26 2.47891 1.53412 -3.63864  0.479
C17 3.81650 -3.50245 2.03156  0.936
H27 -3.08408 0.20489 -4.19298  0.183
C18 0.04200 -3.38159 -1.10699  -0.651
H28 -3.70353 1.83528 -3.98267  0.483
H29 -0.57585 -0.25637 -4.82150  0.264
C19 0.41843 -0.01858 -4.44291  -1.567
F4 -1.53519 3.92143 5.49943  -0.194
N3 1.04635 -1.31356 -0.29447  0.013
O4 -1.95049 3.98223 0.95926  -0.520
F5 0.59858 3.61042 5.70163  -0.240
H30 2.80850 0.03694 1.24909  -0.393
H31 1.81783 2.10716 -2.09368  0.257
F6 -4.12775 4.05482 2.98990  -0.188
C20 1.63782 -2.45108 1.78658  1.461
I2 3.97296 2.36428 0.71132  0.012
O5 0.43109 3.65382 2.88847  -0.497
C21 2.84231 0.95757 1.81911  0.608
C22 1.80371 1.28657 -2.81190  -1.278
C23 -1.78349 -3.32639 -2.70209  0.323
C24 0.38798 1.01479 -3.32133  0.245
S3 -0.03516 4.87238 3.50021  0.812
H32 0.12074 -1.01461 2.19193  -0.256
C25 -2.36245 1.25231 -2.39996  0.621
H33 0.71581 -3.96902 -0.49375  0.389

What should be chosen as the most stable of them? Choose #2.